A molecular structure, C45H50F3MoN7O4Se. Source: the Open Molecules 2025 dataset; level of theory: ωB97M-V with the def2-TZVPD basis set.

Each line ends with the Löwdin charge.
Element x y z (Å)
1 Mo -0.0022 -0.0472 -0.3596  1.79
2 C -5.9568 -2.2172 0.7352  -0.08
3 C -5.4562 -1.7138 -0.6270  -0.18
4 C -4.3049 -0.7664 -0.4906  -0.11
5 C -4.3155 0.5899 -0.5120  -0.11
6 C -5.4808 1.5116 -0.6979  -0.18
7 C -5.9839 2.0973 0.6294  -0.08
8 C -2.9586 1.0106 -0.2664  -0.23
9 N -2.1370 -0.0660 -0.0907  0.00
10 C -2.9435 -1.1605 -0.2214  -0.20
11 C -2.5319 -2.4665 -0.1060  0.06
12 C -1.2710 -2.8675 0.2737  -0.22
13 C -0.8816 -4.2440 0.4383  -0.12
14 C -1.7260 -5.4367 0.1131  -0.18
15 C -1.6306 -5.8063 -1.3747  -0.07
16 C 0.4070 -4.2301 0.8640  -0.12
17 C 0.7877 -2.8440 0.9644  -0.24
18 C 2.0073 -2.4074 1.4308  0.04
19 C 2.3644 -1.0853 1.5889  -0.24
20 N 1.6035 -0.0078 1.2235  0.02
21 C 2.3249 1.0857 1.6203  -0.23
22 C 1.9282 2.3974 1.4697  0.03
23 C 0.7290 2.7925 0.9321  -0.24
24 N -0.2246 1.9472 0.4318  0.01
25 C -1.2879 2.7584 0.1178  -0.23
26 C -2.5504 2.3251 -0.2258  0.05
27 C -0.9629 4.1399 0.3405  -0.12
28 C 0.2939 4.1607 0.8590  -0.12
29 C 1.1060 5.3443 1.2843  -0.18
30 C 2.1658 5.7443 0.2505  -0.08
31 C -1.8478 5.2991 0.0074  -0.18
32 C -1.7557 5.6702 -1.4791  -0.07
33 C 3.5612 0.6938 2.2448  -0.13
34 C 3.5944 -0.6646 2.2107  -0.13
35 C 4.6572 -1.5698 2.7547  -0.19
36 C 4.4917 -1.8439 4.2548  -0.08
37 C 4.5601 1.6355 2.8473  -0.18
38 C 4.1122 2.1799 4.2120  -0.08
39 N -0.2389 -2.0269 0.5832  0.01
40 C 1.2684 -5.4049 1.2156  -0.19
41 C 1.1458 -5.7912 2.6959  -0.08
42 H -6.7775 -2.9276 0.6152  0.07
43 H -6.3125 -1.3818 1.3422  0.07
44 H -5.1523 -2.7079 1.2862  0.07
45 H -6.2728 -1.2130 -1.1481  0.10
46 H -5.1564 -2.5607 -1.2484  0.11
47 H -6.2927 0.9649 -1.1785  0.10
48 H -5.2028 2.3215 -1.3771  0.11
49 H -6.3119 1.2979 1.2977  0.07
50 H -6.8256 2.7744 0.4664  0.07
51 H -5.1916 2.6491 1.1392  0.07
52 H -3.2611 -3.2389 -0.3078  0.12
53 H -2.7677 -5.2371 0.3725  0.11
54 H -1.4075 -6.2818 0.7267  0.10
55 H -1.8445 -4.9402 -2.0034  0.06
56 H -2.3357 -6.6039 -1.6217  0.07
57 H -0.6239 -6.1547 -1.6171  0.08
58 H 2.7224 -3.1585 1.7404  0.11
59 H 2.5993 3.1681 1.8279  0.11
60 H -3.2975 3.0817 -0.4278  0.11
61 H 1.5948 5.1299 2.2374  0.11
62 H 0.4398 6.1906 1.4577  0.10
63 H 2.8625 4.9218 0.0713  0.04
64 H 2.7375 6.6103 0.5896  0.07
65 H 1.6957 5.9982 -0.7029  0.07
66 H -1.5630 6.1582 0.6165  0.10
67 H -2.8849 5.0684 0.2591  0.11
68 H -0.7262 5.9176 -1.7481  0.07
69 H -2.3880 6.5301 -1.7105  0.07
70 H -2.0695 4.8307 -2.1044  0.06
71 H 5.6344 -1.1159 2.5765  0.11
72 H 4.6521 -2.5170 2.2135  0.10
73 H 4.5722 -0.9176 4.8267  0.06
74 H 5.2608 -2.5325 4.6127  0.07
75 H 3.5129 -2.2826 4.4619  0.08
76 H 4.7360 2.4711 2.1653  0.11
77 H 5.5131 1.1156 2.9626  0.11
78 H 3.1734 2.7300 4.1227  0.07
79 H 4.8649 2.8509 4.6323  0.07
80 H 3.9477 1.3637 4.9170  0.07
81 H 2.3120 -5.1855 0.9798  0.10
82 H 0.9795 -6.2533 0.5917  0.11
83 H 1.4602 -4.9650 3.3377  0.07
84 H 1.7610 -6.6631 2.9295  0.07
85 H 0.1083 -6.0270 2.9418  0.07
86 C -0.8522 2.6423 -3.8177  -0.06
87 O -0.2691 2.1372 -2.6117  -0.14
88 C -0.7506 0.9280 -2.2114  -0.49
89 O -1.6165 0.4082 -2.8827  0.02
90 H -0.3387 3.5796 -4.0224  0.09
91 H -1.9210 2.8121 -3.6847  0.09
92 H -0.7148 1.9393 -4.6371  0.09
93 F -1.0397 -1.3163 -5.2703  0.16
94 C -0.1393 -1.5133 -4.3142  -0.53
95 F 0.5571 -0.3597 -4.1766  0.12
96 F 0.7446 -2.4392 -4.7634  0.13
97 C -0.7662 -2.0327 -2.9893  -0.54
98 O -1.6902 -2.8049 -3.1198  0.11
99 O -0.1553 -1.6685 -1.9220  -0.17
100 Se 3.4574 3.1777 -2.5106  1.16
101 N 4.3353 1.8632 -3.2922  -0.22
102 C 3.7960 0.7558 -2.8331  -0.38
103 C 4.2418 -0.5582 -3.1484  0.01
104 C 3.5849 -1.5784 -2.5667  -0.01
105 C 2.4671 -1.3443 -1.7138  -0.10
106 N 1.9868 -0.1768 -1.3961  0.01
107 C 2.6803 0.9119 -1.9089  -0.41
108 N 2.3778 2.1420 -1.5882  -0.19
109 H 5.0819 -0.7108 -3.8141  0.13
110 H 3.8765 -2.6021 -2.7604  0.12
111 H 1.9313 -2.1868 -1.3090  0.11

Summary:
- expectation value of S² = 2.0153
- energy relative to the best compared isomer or geometry (same formula, charge and spin) (kcal/mol) = 14.4
- energy (eV) = -141454.663
- orbital gap (spin up / spin down) (eV) = 5.36 / 5.39
- 2S+1 = 3
- LUMO (spin up / spin down) (eV) = -1.30 / -1.33
- HOMO energy (spin up / spin down) (eV) = -6.66 / -6.72

=====

A molecular structure, C45H50F3N6O5RbS. Source: the Open Molecules 2025 dataset; level of theory: ωB97M-V with the def2-TZVPD basis set.

Each line ends with the Löwdin charge.
Element x y z (Å)
1 Rb -1.3107 -0.5123 -0.5988  0.93
2 C 0.4059 3.6141 -2.3792  -0.21
3 C -0.3953 3.5929 -3.6936  -0.22
4 N -1.1194 2.3666 -3.8595  -0.06
5 C -2.5214 2.3412 -4.1544  -0.22
6 C -3.4264 2.7379 -2.9650  -0.20
7 N -2.9908 2.1660 -1.7074  -0.07
8 C -2.7326 3.0772 -0.6116  -0.21
9 C -1.5179 3.9649 -0.8801  -0.22
10 N -0.3383 3.1818 -1.2122  -0.05
11 H 1.2566 2.9387 -2.4842  0.08
12 H 0.8053 4.6207 -2.2035  0.11
13 H -1.1219 4.4122 -3.7065  0.10
14 H 0.3056 3.7929 -4.5220  0.10
15 H -0.5968 1.5309 -4.0514  0.12
16 H -2.7810 3.0104 -4.9957  0.10
17 H -2.7775 1.3276 -4.4611  0.09
18 H -3.4127 3.8311 -2.8687  0.10
19 H -4.4570 2.4515 -3.2013  0.11
20 H -3.5466 1.3717 -1.4273  0.08
21 H -3.5864 3.7372 -0.3761  0.12
22 H -2.5480 2.4750 0.2821  0.10
23 H -1.7622 4.6779 -1.6793  0.09
24 H -1.3455 4.5676 0.0215  0.10
25 H -0.6548 2.2381 -1.4107  0.06
26 O -1.5783 0.1461 2.1981  -0.28
27 C -1.2690 1.1885 2.9832  -0.58
28 C 0.0506 1.8914 2.5238  -0.06
29 C 1.1993 0.9404 2.4335  -0.25
30 C 2.1356 0.8138 3.4575  -0.02
31 C 3.1668 -0.0988 3.3175  -0.07
32 C 3.2473 -0.8520 2.1577  -0.04
33 C 2.2736 -0.6686 1.1799  -0.27
34 C 2.3294 -1.3230 -0.1723  -0.05
35 C 1.7000 -2.7228 -0.4529  -0.39
36 O 1.2275 -2.7094 -1.7848  -0.06
37 C 0.5251 -3.0736 0.4641  -0.18
38 C -0.6859 -3.4806 -0.0900  -0.09
39 C -1.7389 -3.8938 0.7194  -0.07
40 C -1.5927 -3.9217 2.0955  -0.08
41 C -0.3819 -3.5403 2.6563  -0.08
42 C 0.6636 -3.1213 1.8501  -0.04
43 C 2.7765 -3.8285 -0.3882  -0.11
44 C 2.6388 -5.0078 0.3285  -0.02
45 C 3.6179 -5.9970 0.2766  -0.10
46 C 4.7457 -5.8273 -0.5052  -0.12
47 C 4.8816 -4.6621 -1.2541  -0.09
48 C 3.9073 -3.6825 -1.1985  -0.02
49 N 1.2793 0.2047 1.3237  0.18
50 C -1.0482 0.7493 4.4535  -0.14
51 C -1.0730 1.6090 5.5470  -0.04
52 C -0.8106 1.1421 6.8294  -0.11
53 C -0.5212 -0.2002 7.0375  -0.13
54 C -0.5063 -1.0676 5.9511  -0.09
55 C -0.7724 -0.5937 4.6750  -0.02
56 C -2.4138 2.2355 2.9916  -0.15
57 C -2.2745 3.6026 2.7892  -0.06
58 C -3.3863 4.4438 2.7526  -0.11
59 C -4.6577 3.9291 2.9254  -0.12
60 C -4.8113 2.5595 3.1330  -0.09
61 C -3.7058 1.7315 3.1613  -0.02
62 H 0.3115 2.7135 3.1978  0.11
63 H -0.1299 2.2847 1.5204  0.11
64 H 2.0410 1.4235 4.3479  0.11
65 H 3.9066 -0.2140 4.1021  0.10
66 H 4.0461 -1.5661 1.9983  0.11
67 H 3.3656 -1.3325 -0.5065  0.11
68 H 1.8355 -0.6111 -0.8326  0.08
69 H -0.7864 -3.4924 -1.1666  0.10
70 H -2.6691 -4.2053 0.2606  0.10
71 H -2.4162 -4.2307 2.7267  0.10
72 H -0.2551 -3.5582 3.7318  0.10
73 H 1.6024 -2.8465 2.3118  0.12
74 H 1.7599 -5.1662 0.9385  0.11
75 H 3.4854 -6.9061 0.8506  0.09
76 H 5.5074 -6.5967 -0.5450  0.09
77 H 5.7440 -4.5205 -1.8937  0.10
78 H 4.0021 -2.8044 -1.8256  0.11
79 H -1.3071 2.6584 5.3965  0.11
80 H -0.8420 1.8267 7.6702  0.09
81 H -0.3174 -0.5675 8.0371  0.08
82 H -0.2838 -2.1188 6.1006  0.09
83 H -0.7949 -1.2331 3.8029  0.09
84 H -1.2943 4.0331 2.6367  0.10
85 H -3.2485 5.5044 2.5724  0.09
86 H -5.5237 4.5792 2.8875  0.09
87 H -5.8026 2.1391 3.2563  0.09
88 H -3.8123 0.6603 3.2757  0.12
89 C 3.4305 -2.1603 -4.9831  -0.06
90 C 3.3728 -0.8813 -4.2081  -0.41
91 C 4.1413 0.2751 -4.3348  -0.06
92 C 3.6249 1.1221 -3.3446  -0.42
93 N 2.6359 0.5150 -2.6871  0.01
94 N 2.4806 -0.7209 -3.2249  -0.03
95 C 4.0746 2.5014 -2.9723  -0.08
96 H 4.4572 -2.4108 -5.2622  0.06
97 H 2.8427 -2.1101 -5.9041  0.06
98 H 3.0273 -2.9793 -4.3854  0.06
99 H 4.9448 0.4714 -5.0313  0.07
100 H 1.6366 -1.9489 -2.3186  0.06
101 H 5.1113 2.6659 -3.2772  0.06
102 H 4.0046 2.6476 -1.8928  0.07
103 H 3.4683 3.2826 -3.4415  0.05
104 F -4.9023 -3.3085 -3.1491  0.11
105 C -3.6371 -2.8905 -3.3280  -0.65
106 F -3.3273 -3.0940 -4.6165  0.12
107 F -2.8464 -3.6885 -2.5899  0.11
108 S -3.4380 -1.1259 -2.8550  0.40
109 O -4.3981 -0.4496 -3.6954  -0.30
110 O -2.0396 -0.8582 -3.1377  -0.43
111 O -3.7570 -1.1356 -1.4327  -0.44

Summary:
- net charge = -2
- energy relative to the best compared isomer or geometry (same formula, charge and spin) (kcal/mol) = 24.1
- energy (eV) = -86301.379
- orbital gap (eV) = 6.42
- 2S+1 = 1
- LUMO (eV) = 3.79
- HOMO energy (eV) = -2.63

=====

| no. | F_max (eV Å⁻¹) |
| --- | --- |
| 1 | 1.22 |
| 2 | 1.66 |